1.
Computed, not measured: a structure of composition C29H54GdP2Si at a distorted geometry, with the ωB97M-V functional and the def2-TZVPD basis.

ORCA input file:
```
! RIJCOSX wB97M-V def2-TZVPD def2/J DEFGRID3
* xyz 1 8
Gd 0.01356 -0.06293 -0.06645
C 1.92445 -0.66603 1.02658
C 2.21589 -0.61015 -0.40189
C 1.54371 1.56223 0.17969
C 1.57660 0.70299 1.39659
C 1.98032 0.74723 -0.94454
C 2.36897 -1.77495 1.99849
H 2.26833 -2.76286 1.55075
H 1.78701 -1.77323 2.91622
H 3.41506 -1.64183 2.27349
C 1.50170 1.25404 2.83230
H 1.55396 0.46994 3.58340
H 0.60121 1.83777 3.00916
H 2.34695 1.91692 3.01478
C 1.40268 3.09415 0.18827
H 2.38108 3.56995 0.24706
H 0.81741 3.43706 1.04105
H 0.90822 3.45546 -0.71056
C 2.69948 1.44784 -2.12820
H 3.71346 1.70030 -1.81780
H 2.22386 2.39355 -2.38093
H 2.80592 0.89120 -3.05222
C 3.34535 -1.54225 -0.89938
H 4.26064 -1.28272 -0.36730
H 3.60289 -1.41731 -1.94824
H 3.16941 -2.58935 -0.67142
C -0.88498 -3.05847 -2.17370
C 0.30975 -3.49446 -1.72903
C 1.14617 -4.51340 -2.47360
C 1.80507 -3.87575 -3.70738
C 1.44213 -2.39233 -3.89557
C 0.26292 -2.02743 -4.37403
C -0.85281 -3.02093 -4.70177
C -1.54099 -3.57224 -3.44490
H 0.51974 -5.35335 -2.77498
H 1.48995 -4.43054 -4.59010
H 1.88331 -4.94662 -1.79772
H -1.52446 -4.66228 -3.45320
H -1.49477 -2.29732 -1.74552
H 0.80890 -3.17888 -0.85068
H -2.59934 -3.31233 -3.43201
H -1.55910 -2.58829 -5.40827
H 0.11701 -1.07086 -4.81107
H -0.44042 -3.85269 -5.27057
H 2.88000 -4.03642 -3.73305
H 2.24194 -1.70320 -3.94297
P -1.27243 -1.23974 1.56085
C -1.07588 -0.70622 3.37483
H -1.81504 -1.20264 4.00282
H -1.21163 0.36319 3.51647
H -0.09977 -0.98861 3.75712
C -3.16749 -1.22510 1.56433
H -3.56412 -1.66824 2.47752
H -3.55817 -1.79481 0.72183
H -3.53970 -0.20359 1.49091
C -1.10179 -3.07835 2.03029
H -1.48567 -3.72174 1.23904
H -1.67358 -3.30719 2.92937
H -0.06103 -3.33668 2.22045
P -1.29490 0.98780 -1.68867
C -0.50329 2.07223 -3.05868
H -1.20272 2.21756 -3.88251
H 0.41107 1.65338 -3.46528
H -0.20803 3.05438 -2.69025
C -2.96663 0.42245 -2.41095
H -2.83550 -0.15395 -3.31416
H -3.61790 1.24242 -2.71118
H -3.51368 -0.17134 -1.67956
C -2.20424 2.63807 -1.26765
H -2.61244 3.13684 -2.14791
H -1.53133 3.35003 -0.78868
H -3.05162 2.46279 -0.60359
C 0.83016 3.67102 4.63534
Si -0.74447 3.45622 3.64976
C -2.11577 2.88028 4.78324
C -1.22178 5.08930 2.87371
C -0.47059 2.18427 2.30662
C -0.27946 1.29742 1.37008
H 0.67340 4.39880 5.40388
H 1.61474 4.00052 3.98673
H 1.10328 2.73657 5.07933
H -2.27254 3.60806 5.55178
H -3.01670 2.75744 4.21932
H -1.84264 1.94576 5.22730
H -0.43708 5.41876 2.22516
H -2.12268 4.96639 2.30986
H -1.37852 5.81702 3.64232
*
```

Output
E_LUMO (alpha / beta): -0.1162 / -0.1523 hartree
Expectation value of S²: 16.093
HOMO energy (alpha / beta): -8.8 / -10.7 eV

---

2.
Computed, not measured: an isolated molecule of C6H9NO at a distorted geometry, with the ωB97M-V functional and the def2-TZVPD basis.

ORCA input file:
```
! RIJCOSX wB97M-V def2-TZVPD def2/J DEFGRID3
* xyz 0 1
C -2.22158 -0.89747 0.76455
C -1.55892 0.02901 -0.29336
O -1.23239 1.31493 0.21426
C -0.27365 -0.51773 -0.85565
N 0.76064 -0.41788 0.38982
C 1.80499 0.15729 0.15242
C 3.06728 0.62633 0.63816
C 2.85157 0.73855 -0.67214
H -1.38916 -1.27515 1.19453
H -2.74892 -0.41381 1.53085
H -2.80562 -1.60321 0.26171
H -2.24555 0.27702 -1.06204
H -0.45669 1.34918 0.66754
H -0.47279 -1.53955 -1.20213
H 0.12252 0.05968 -1.69683
H 3.53686 1.12268 1.51075
H 3.26143 0.99011 -1.54245
*
```

Output
E_LUMO: 0.0277 hartree
Energy relative to the best compared isomer or geometry (same formula, charge and spin): 107.1 kcal/mol
HOMO energy: -9.0 eV
Structure (SMILES): C[C@@H](O)CN=c1cc1

---

3.
Computed, not measured: a cluster of 9 separate species, C6H29NO9 in total at a distorted geometry, with the ωB97M-V functional and the def2-TZVPD basis.

ORCA input file:
```
! RIJCOSX wB97M-V def2-TZVPD def2/J DEFGRID3
* xyz 0 1
C 3.25033 1.20121 2.02778
C 2.57479 0.55198 0.81329
C 1.38988 1.36286 0.28168
N 1.07582 0.52881 -1.05300
C 1.80468 1.11421 -2.20372
C -0.43805 0.21282 -1.24671
C -0.63974 -1.22741 -1.46286
O -1.75753 -1.67114 -1.67788
H 2.46059 1.18133 2.79252
H 4.12056 0.67587 2.35648
H 3.56551 2.22639 1.91327
H 2.24490 -0.46796 0.99758
H 3.17808 0.25243 -0.06403
H 0.45179 1.42374 0.92773
H 1.73149 2.34226 -0.07618
H 2.84715 1.19722 -1.91477
H 1.84747 0.40705 -3.06543
H 1.41114 2.14364 -2.35950
H -0.72920 0.71049 -2.15821
H -0.98282 0.57902 -0.32148
H 0.16262 -1.95711 -1.37881
O -2.18818 -3.22748 0.55151
H -2.30186 -2.82810 -0.34489
H -1.23406 -3.44634 0.58433
O 0.39198 -4.06163 0.19354
H 0.61133 -3.52294 0.93783
H 0.58598 -5.00067 0.23150
O 2.61700 -2.73198 -1.33045
H 1.89032 -3.34384 -1.05001
H 2.61843 -1.96966 -0.76289
O -1.81315 4.14828 0.13416
H -2.36261 3.37991 0.29362
H -1.36270 4.34737 0.97180
O 0.41412 -1.75192 2.19973
H 1.09497 -1.09205 2.30055
H -0.13456 -1.44514 1.46359
O -1.96927 2.17554 2.60431
H -2.04678 1.25134 2.30203
H -2.48685 2.16202 3.41721
O -0.60669 3.92118 -2.40899
H -1.27992 3.47577 -1.85581
H -0.90198 3.51464 -3.24770
O -2.80106 -0.60343 1.30032
H -3.16372 -1.38938 1.71846
H -3.23962 -0.55556 0.42645
*
```

Output
E_LUMO: 0.0107 hartree
Energy relative to the best compared isomer or geometry (same formula, charge and spin): 98.8 kcal/mol
HOMO energy: -8.9 eV
Structure (SMILES): CCCN(C)CC=O.O.O.O.O.O.O.O.O

---

4.
Computed, not measured: an isolated molecule of C16H18N2O2 at a distorted geometry, with the ωB97M-V functional and the def2-TZVPD basis.

ORCA input file:
```
! RIJCOSX wB97M-V def2-TZVPD def2/J DEFGRID3
* xyz 0 1
C 1.60817 -2.25047 -2.38911
C 1.07073 -2.29852 -1.07863
C 0.87473 -0.97641 -0.25597
C 2.03795 -0.60441 0.57872
N 1.67988 0.56598 1.40706
N 1.53164 1.70199 0.82556
C 1.05271 2.90442 1.56278
C 0.09608 3.68364 0.72231
C -1.32524 3.26210 1.05969
C -1.89115 2.06289 0.45672
C -3.24431 1.72406 0.64009
C -3.88602 2.31348 1.70777
C -3.36169 3.37038 2.40806
C -2.10222 3.95332 1.94700
C 0.59115 -3.53934 -0.45835
O 1.56149 -4.55436 -0.14779
C 0.77083 -4.78542 -1.31456
C 1.35449 -4.63648 -2.71288
O 2.73863 -4.42573 -2.85171
C 1.86060 -3.35583 -3.26278
H 2.00227 -1.33365 -2.78776
H 0.85678 -0.11986 -0.98029
H -0.09219 -0.98612 0.25293
H 2.89757 -0.36702 -0.05526
H 2.37775 -1.44481 1.18516
H 2.00492 3.36740 1.89507
H 0.58946 2.58220 2.53868
H 0.14202 4.83154 0.90102
H 0.21487 3.43904 -0.33152
H -1.32803 1.61709 -0.31519
H -3.81330 1.13270 -0.12119
H -4.85427 2.00334 1.97343
H -3.83331 3.84683 3.30883
H -1.77669 4.77329 2.52722
H -0.35386 -3.46279 0.17209
H -0.16926 -5.46043 -1.27411
H 0.74760 -5.18141 -3.48602
H 1.36920 -3.35264 -4.24708
*
```

Output
E_LUMO: 0.0213 hartree
Energy relative to the best compared isomer or geometry (same formula, charge and spin): 185.2 kcal/mol
HOMO energy: -8.6 eV
Structure (SMILES): C1=C(CC/N=N/CCc2ccccc2)[C@@H]2O[C@@H]2[C@@H]2O[C@H]12

---

| no. | calculated total energy (eV) |
| --- | --- |
| 1 | -78217.144 |
| 2 | -9900.962 |
| 3 | -26608.497 |
| 4 | -23952.542 |